No. 1
Entry from OMol25: one molecule with the formula C5H9NO2 (wB97M-V/def2-TZVPD).

Calculated values
Largest force on an atom ... 1.29 eV/A
SMILES ... C=C(CCO)C(N)=O
Gap between HOMO and LUMO ... 0.3881 Ha
Energy relative to the best compared isomer or geometry (same formula, charge and spin) ... 82.1 kJ/mol

Last column: Mulliken charge in e.
Geometry (Å):
C -1.74 0.18 0.65  -0.529
C -0.64 -0.85 0.88  -0.686
C 1.21 0.81 0.40  0.463
C 0.53 -0.48 0.00  0.736
N 1.60 1.57 -0.65  -0.421
C 1.08 -1.29 -0.91  -1.143
O -1.79 0.44 -0.79  -0.519
O 1.43 1.11 1.55  -0.620
H -2.09 -0.36 -1.25  0.304
H 1.94 2.50 -0.46  0.237
H 1.27 1.37 -1.58  0.220
H -2.70 -0.16 1.02  0.325
H -1.45 1.15 1.08  0.333
H -0.34 -0.82 1.93  0.261
H -1.00 -1.85 0.62  0.388
H 2.02 -1.06 -1.38  0.343
H 0.66 -2.26 -1.12  0.307

***

No. 2
Entry from OMol25: a 9-piece molecular cluster, C48H53FO6 overall (wB97M-V/def2-TZVPD).

Calculated values
Largest force on an atom ... 1.36 eV/A
SMILES ... COC(=O)OC.COC(=O)OC.Fc1ccccc1.c1ccccc1.c1ccccc1.c1ccccc1.c1ccccc1.c1ccccc1.c1ccccc1
Gap between HOMO and LUMO ... 0.3475 Ha

Last column: Mulliken charge in e.
Geometry (Å):
C -3.98 14.47 -9.85  -0.648
O -3.86 15.87 -9.65  -0.294
C -4.87 16.50 -9.08  0.900
O -5.91 16.02 -8.71  -0.594
O -4.52 17.78 -8.95  -0.302
C -5.55 18.64 -8.47  -0.703
H -3.02 14.01 -9.63  0.283
H -4.31 14.23 -10.87  0.324
H -4.74 14.01 -9.22  0.207
H -6.48 18.48 -9.03  0.313
H -5.19 19.65 -8.63  0.250
H -5.75 18.48 -7.41  0.263
C -6.14 12.31 -6.26  -0.576
O -5.24 13.21 -6.91  -0.327
C -4.77 14.20 -6.15  0.837
O -5.20 14.54 -5.08  -0.579
O -3.73 14.76 -6.76  -0.311
C -3.03 15.71 -5.96  -0.614
H -6.00 11.36 -6.77  0.240
H -7.16 12.68 -6.34  0.194
H -5.90 12.21 -5.20  0.353
H -2.84 15.30 -4.97  0.356
H -3.62 16.62 -5.80  0.280
H -2.08 15.96 -6.41  0.080
F -4.48 17.76 0.38  -0.321
C -5.45 17.17 -0.36  0.283
C -6.61 16.76 0.28  -0.451
C -7.65 16.23 -0.47  -0.561
C -7.51 16.15 -1.85  -0.451
C -6.33 16.50 -2.47  -0.522
C -5.27 17.00 -1.71  -0.142
H -6.70 16.89 1.36  0.425
H -8.53 15.85 0.03  0.420
H -8.36 15.74 -2.39  0.485
H -6.21 16.38 -3.54  0.357
H -4.36 17.34 -2.19  0.471
C -1.98 11.35 -1.90  -0.351
C -2.48 12.59 -2.28  -0.628
C -1.59 13.66 -2.35  -0.176
C -0.22 13.49 -2.13  -0.503
C 0.25 12.24 -1.73  -0.321
C -0.63 11.19 -1.61  -0.454
H -2.63 10.48 -1.85  0.365
H -3.54 12.75 -2.44  0.598
H -1.99 14.65 -2.52  0.384
H 0.42 14.35 -2.22  0.383
H 1.30 12.14 -1.49  0.355
H -0.35 10.21 -1.23  0.350
C -2.21 18.92 -2.92  -0.661
C -1.08 18.12 -3.05  -0.439
C -0.56 17.84 -4.31  -0.116
C -1.16 18.38 -5.43  -0.209
C -2.22 19.26 -5.30  -0.724
C -2.76 19.52 -4.04  -0.362
H -2.55 19.22 -1.93  0.522
H -0.63 17.72 -2.15  0.415
H 0.26 17.13 -4.41  0.377
H -0.74 18.24 -6.42  0.356
H -2.64 19.73 -6.18  0.432
H -3.56 20.23 -3.89  0.412
C -10.02 13.16 -3.48  -0.412
C -8.66 12.98 -3.31  -0.156
C -8.18 12.46 -2.12  -0.274
C -9.06 12.11 -1.10  -0.713
C -10.42 12.27 -1.28  -0.534
C -10.91 12.79 -2.48  -0.514
H -10.38 13.61 -4.40  0.387
H -7.97 13.24 -4.09  0.410
H -7.13 12.24 -1.99  0.480
H -8.68 11.85 -0.12  0.452
H -11.12 11.97 -0.50  0.431
H -11.98 12.83 -2.68  0.427
C -9.49 10.81 -6.63  -0.374
C -10.87 10.84 -6.74  -0.640
C -11.66 10.40 -5.70  -0.437
C -11.05 9.92 -4.53  -0.673
C -9.68 9.86 -4.43  -0.426
C -8.90 10.30 -5.48  0.276
H -8.85 11.23 -7.40  0.430
H -11.32 11.21 -7.66  0.407
H -12.74 10.42 -5.74  0.398
H -11.68 9.62 -3.70  0.400
H -9.16 9.44 -3.57  0.450
H -7.82 10.40 -5.37  0.221
C -0.59 16.06 -9.01  0.574
C -0.50 15.32 -10.18  -0.617
C 0.74 14.89 -10.63  -0.506
C 1.91 15.24 -9.97  -0.491
C 1.81 16.02 -8.81  -0.549
C 0.57 16.48 -8.37  -0.414
H -1.54 16.40 -8.62  0.393
H -1.35 15.03 -10.78  0.400
H 0.80 14.28 -11.53  0.357
H 2.89 14.93 -10.30  0.368
H 2.71 16.39 -8.33  0.343
H 0.56 17.13 -7.50  0.186
C -5.84 7.97 -7.47  -0.358
C -5.20 8.55 -6.37  -0.538
C -5.74 8.39 -5.10  -0.334
C -6.86 7.61 -4.94  -0.404
C -7.50 7.02 -6.03  -0.357
C -6.99 7.22 -7.31  -0.484
H -5.39 8.15 -8.44  0.393
H -4.27 9.09 -6.53  0.452
H -5.24 8.81 -4.23  0.483
H -7.32 7.45 -3.97  0.381
H -8.41 6.45 -5.91  0.399
H -7.42 6.81 -8.21  0.378